The following is a DFT calculation (the ωB97M-V functional and the def2-TZVPD basis) of a cluster of 2 separate species, C4H12NO2 in total in a non-equilibrium geometry.

The calculation puts the largest force on an atom at 1.201 eV/A. The calculation puts the gap between HOMO and LUMO at 8.02 eV. For the energy above the lowest of the compared OMol25 structures with the same formula, charge and spin, the calculation gives 8.3 kcal/mol. The net charge is -1.

Last column: Mulliken charge in e.
CARTESIAN COORDINATES (ANGSTROEM)
O -1.762 0.533 -1.468  -0.581
O -1.632 -1.801 -0.315  -1.103
N 0.846 -0.594 0.493  -0.452
C -0.404 0.695 -1.812  -0.796
C 0.479 0.818 0.586  -0.634
C 1.083 -1.116 1.820  -1.017
C 0.435 1.467 -0.784  -0.456
H 1.943 -0.640 2.315  0.330
H -1.854 -0.343 -0.954  0.444
H 0.019 2.465 -0.760  0.341
H -2.482 -1.907 0.122  0.148
H -0.017 -1.112 0.211  0.410
H 1.340 -2.179 1.766  0.323
H 0.231 -1.038 2.505  0.330
H 1.449 1.424 -1.197  0.254
H 1.180 1.331 1.253  0.482
H -0.475 1.294 -2.732  0.361
H 0.124 -0.208 -2.138  0.346
H -0.502 0.911 1.089  0.269

Forces on atoms 1 to 6 (eV/Å):
0.3 -0.2 0.3
0.0 0.3 0.0
-0.3 -0.1 0.4
-0.8 0.6 -0.7
-0.6 -0.3 0.2
0.7 -0.5 0.4



The following is a DFT calculation (the ωB97M-V functional and the def2-TZVPD basis) of a structure of composition C4H12NO2 in a non-equilibrium geometry.

The calculation puts the largest force on an atom at 2.490 eV/A. The calculation puts the gap between HOMO and LUMO at 7.55 eV. For the energy above the lowest of the compared OMol25 structures with the same formula, charge and spin, the calculation gives 14.8 kcal/mol. The net charge is -1.

Last column: Mulliken charge in e.
CARTESIAN COORDINATES (ANGSTROEM)
O 2.224 -0.660 2.175  -0.939
O -0.119 -1.060 2.311  -0.697
N 1.327 0.414 -0.923  -0.694
C -0.716 1.013 -2.125  -1.577
C -0.838 0.281 0.403  -0.739
C -0.149 0.151 -0.972  0.523
C -1.005 -0.973 1.251  -0.371
H -0.553 2.043 -1.748  0.334
H -2.032 -1.177 1.663  0.250
H -1.845 0.679 0.130  0.281
H -0.445 1.081 1.038  0.322
H 1.445 1.354 -1.291  0.232
H 2.803 -1.383 1.979  0.187
H -0.812 -1.852 0.567  0.171
H -0.202 -0.913 -1.284  0.187
H 1.003 -0.975 2.130  0.354
H -1.740 0.738 -2.346  0.429
H -0.049 0.921 -2.988  0.422
H 1.704 0.318 0.034  0.324

Forces on atoms 1 to 6 (eV/Å):
-0.2 0.7 -0.3
-0.8 0.0 0.3
-0.7 0.1 -0.1
1.2 0.2 1.5
-2.0 1.2 -0.9
1.6 -1.1 0.0



The following is a DFT calculation (the ωB97M-V functional and the def2-TZVPD basis) of a cluster of 2 separate species, C4H12NO2 in total in a non-equilibrium geometry.

Its spin multiplicity is 2. The calculation puts the largest force on an atom at 1.961 eV/A. The calculation puts the gap between HOMO and LUMO (spin up / spin down) at 10.69 / 8.10 eV. For the energy above the lowest of the compared OMol25 structures with the same formula, charge and spin, the calculation gives 8.8 kcal/mol.

Last column: Mulliken spin population.
CARTESIAN COORDINATES (ANGSTROEM)
O -1.498 -1.196 3.396  0.000
O 2.115 -0.211 -2.058  0.831
N -1.455 -0.106 0.624  -0.001
C -0.269 -0.350 -0.243  -0.005
C 1.189 0.719 -2.178  -0.010
C 0.934 -0.635 0.630  0.006
C -0.011 0.875 -1.180  0.006
H -0.892 -0.615 3.852  0.000
H -1.290 0.836 0.984  -0.001
H 0.657 -1.314 1.444  0.000
H 0.145 1.746 -0.548  0.012
H 0.699 0.521 -3.151  0.113
H 1.612 1.720 -2.346  0.047
H -1.347 -1.177 2.436  0.000
H -2.231 0.087 -0.001  0.000
H 1.753 -1.067 0.052  -0.002
H -0.872 0.999 -1.834  0.004
H 1.274 0.294 1.087  -0.001
H -0.512 -1.126 -0.966  0.000

Forces on atoms 1 to 6 (eV/Å):
-0.4 -0.6 0.1
0.6 -0.8 0.2
0.6 0.6 -0.8
-0.2 1.0 -0.9
-1.4 1.3 0.1
-0.1 -0.5 0.1